Record 1
A 3-piece molecular cluster, C31H60BF3N3O9 overall in a non-equilibrium geometry, computed with ωB97M-V with the def2-TZVPD basis set.

Properties
**Orbital gap**: 8.851 eV
**DFT total energy**: -64834.2208 eV

```
! RIJCOSX wB97M-V def2-TZVPD def2/J DEFGRID3
* xyz 1 1
C -0.38 -1.15 5.40
C -0.21 -1.14 3.80
O -0.22 -2.45 3.17
C -1.55 -2.82 2.70
C -1.69 -2.63 1.08
O -1.05 -1.37 0.78
C -0.85 -1.17 -0.65
C -1.48 0.23 -1.21
C -0.92 1.30 -0.11
B 0.68 1.34 0.10
O 1.70 1.13 -0.90
O 1.17 1.66 1.44
C -0.88 0.53 -2.67
C -0.60 2.04 -3.08
C -1.77 3.11 -3.02
C -1.23 4.44 -3.81
C -0.08 5.21 -2.94
O 1.19 4.88 -3.58
C 2.31 5.40 -2.85
C 3.49 4.35 -2.47
O 2.40 6.62 -2.54
C -1.61 -0.29 -3.90
C -0.48 -1.21 -4.65
C 0.77 -0.40 -5.24
C 2.02 -1.48 -5.25
C 0.63 0.09 -6.76
O -2.32 0.61 -4.80
C -2.61 0.07 -6.05
N -2.73 -0.56 -7.08
C -2.69 -1.37 -3.36
C -3.59 -0.87 -2.13
C -4.34 -2.16 -1.53
F -5.04 -1.97 -0.32
F -5.35 -2.50 -2.52
F -3.55 -3.33 -1.40
N -2.98 0.07 -1.15
C -3.80 1.32 -1.15
C -5.28 1.13 -0.49
N -5.32 1.01 0.82
H -0.92 -0.16 5.67
H 0.65 -1.09 5.90
H -1.04 -2.00 5.80
H -0.98 -0.40 3.34
H 0.82 -0.66 3.57
H -1.79 -3.88 3.05
H -2.28 -2.12 3.27
H -1.28 -3.54 0.51
H -2.83 -2.47 0.92
H -1.36 -2.10 -1.13
H 0.26 -1.31 -0.98
H -1.24 2.39 -0.37
H -1.40 1.12 0.94
H 2.44 0.61 -0.49
H 0.48 1.36 2.08
H 0.17 0.04 -2.63
H -0.27 2.01 -4.20
H 0.32 2.53 -2.55
H -2.09 3.49 -1.99
H -2.74 2.82 -3.58
H -0.72 4.08 -4.78
H -2.07 5.18 -4.05
H -0.25 6.34 -2.87
H -0.05 4.70 -1.89
H 4.24 4.32 -3.36
H 4.01 4.70 -1.51
H 3.01 3.32 -2.34
H -0.95 -1.98 -5.37
H -0.05 -1.86 -3.78
H 1.14 0.43 -4.52
H 1.53 -2.50 -5.45
H 2.59 -1.42 -4.26
H 2.68 -1.17 -6.16
H -0.12 0.98 -6.75
H 0.27 -0.71 -7.49
H 1.61 0.55 -7.18
H -3.45 -1.70 -4.18
H -2.08 -2.33 -3.15
H -4.46 -0.30 -2.66
H -3.16 -0.34 -0.20
H -3.38 2.21 -0.56
H -4.01 1.75 -2.20
H -6.21 1.06 -1.18
H -6.31 0.89 1.09
C 4.08 0.61 3.25
C 4.34 -0.31 2.07
C 5.78 -0.81 2.07
O 4.09 0.40 0.86
H 4.73 1.49 3.22
H 3.05 0.98 3.23
H 4.25 0.09 4.20
H 3.65 -1.15 2.10
H 6.49 0.02 2.00
H 5.96 -1.46 1.21
H 5.99 -1.37 2.99
H 4.70 1.16 0.82
C 2.79 -3.22 9.92
C 1.56 -2.88 9.09
C 0.96 -4.12 8.45
O 1.92 -1.95 8.07
H 3.57 -3.67 9.29
H 3.22 -2.32 10.36
H 2.55 -3.92 10.72
H 0.82 -2.40 9.72
H 1.68 -4.60 7.77
H 0.09 -3.86 7.85
H 0.66 -4.85 9.21
H 2.58 -2.37 7.50
*
```

Atomic partial charges in e from the Löwdin method, atoms 1 to 5: C -0.073; C -0.273; O -0.184; C -0.143; C -0.133

Record 2
C12H16Cl3N3OPt as an isolated structure in a non-equilibrium geometry, computed with ωB97M-V with the def2-TZVPD basis set.

Properties
**Orbital gap (spin up / spin down)**: 3.958 / 4.101 eV
**ΔE to the lowest compared entry with this formula, charge and spin**: 7.0 kcal per mole
**<S²>**: 6.0102
**DFT total energy**: -60033.3774 eV

```
! RIJCOSX wB97M-V def2-TZVPD def2/J DEFGRID3
* xyz -2 5
C 1.01 -1.73 0.69
C 1.74 -1.37 -0.49
C 0.77 -1.11 -1.53
C 3.20 -1.29 -0.65
C -0.52 -1.42 -1.02
C -0.38 -1.78 0.36
C -1.51 -2.17 1.21
C 1.57 -2.02 2.03
C 1.06 -0.66 -2.89
C -1.80 -1.36 -1.74
Pt -1.36 1.70 0.90
Cl 3.52 2.04 -0.14
Cl -0.67 1.01 2.97
Cl -1.51 2.09 -1.34
H 3.66 -0.90 0.28
H 3.45 -0.60 -1.46
H 3.64 -2.27 -0.87
H 1.91 0.04 -2.88
H 0.18 -0.12 -3.27
H 1.28 -1.49 -3.58
H -1.82 -0.49 -2.40
H -2.62 -1.25 -1.04
H -1.93 -2.30 -2.35
H -2.29 -1.38 1.15
H -1.22 -2.28 2.27
H -1.95 -3.11 0.83
H 2.58 -1.57 2.09
H 1.64 -3.10 2.22
H 0.92 -1.53 2.79
O -2.78 0.42 0.82
H -3.04 0.32 1.77
N -1.13 3.64 1.29
C -1.39 4.79 1.26
N -1.79 5.99 1.39
C -1.33 7.10 0.89
N -1.06 8.16 0.44
*
```

Atomic partial charges in e from the natural (NBO) method, atoms 1 to 5: C 0.114; C 0.092; C 0.210; C -0.686; C 0.084